(1)
Density functional theory data (ωB97M-V/def2-TZVPD) for a structure of composition C38H48AsN9OS2TeTi in a non-equilibrium geometry.

Positions of all 101 atoms, in Å:
Ti -0.35017 0.60742 0.39959
C 2.19605 3.24914 -2.18075
C 1.65528 2.16922 -1.29938
N 0.65020 2.33847 -0.49337
N 0.09285 3.59259 -0.47050
C -0.61876 3.97469 0.61466
N -1.06794 5.23345 0.61943
S -0.90184 2.88959 1.85107
C 2.21894 0.81956 -1.26330
C 3.29977 0.41505 -2.04107
C 3.82629 -0.84959 -1.85389
C 3.26502 -1.67539 -0.89234
C 2.15997 -1.22549 -0.19686
N 1.62093 -0.01614 -0.38773
H 1.47357 3.52611 -2.95494
H 2.43582 4.14304 -1.59912
H 3.10807 2.94907 -2.68268
H 0.33850 4.25194 -1.19454
H -0.85623 5.89688 -0.10726
H -1.61348 5.54554 1.40437
H 3.73489 1.07412 -2.77598
H 4.67002 -1.18066 -2.44356
H 3.66526 -2.65836 -0.68934
H 1.67503 -1.84831 0.54233
C -12.79362 2.55419 -5.46489
O -12.53901 1.96971 -4.19393
C -11.26237 1.84701 -3.79266
C -11.07394 1.24140 -2.54661
C -9.80301 1.07041 -2.04924
C -8.68760 1.49942 -2.77528
C -8.88347 2.09423 -4.01670
C -10.15700 2.27187 -4.52928
C -7.33179 1.32818 -2.26764
N -6.23138 1.31518 -2.99090
C -5.21738 1.13772 -2.09667
C -5.69676 1.03694 -0.80829
N -7.05680 1.16385 -0.93296
C -4.85302 0.82506 0.31748
C -5.28758 0.65332 1.63973
C -4.36780 0.40811 2.62940
C -3.01448 0.36095 2.29398
N -2.57942 0.54645 1.06132
C -3.46454 0.75526 0.06938
C -2.94668 0.84957 -1.28016
N -1.60919 0.72474 -1.45921
C -1.12805 0.73018 -2.69288
C -1.92950 0.87913 -3.82535
C -3.28421 1.03379 -3.66237
C -3.81840 1.01941 -2.36803
H -13.87172 2.54094 -5.58704
H -12.33000 1.97227 -6.26390
H -12.43627 3.58521 -5.50135
H -11.94344 0.90314 -2.00038
H -9.68325 0.56473 -1.09782
H -8.02256 2.42080 -4.58419
H -10.27975 2.73961 -5.49443
H -7.74425 1.18589 -0.19978
H -6.34274 0.69878 1.87783
H -4.67608 0.25590 3.65398
H -2.24988 0.17152 3.03941
H -0.05699 0.59863 -2.79247
H -1.47521 0.86696 -4.80616
H -3.95475 1.15575 -4.50280
C -1.98698 -4.86665 0.56438
C -1.22952 -4.00298 1.58069
C 0.15154 -4.59580 1.89480
C -2.04495 -3.82358 2.86958
C -1.02055 -2.66926 1.00370
N -0.83919 -1.62303 0.57102
H -2.05953 -5.88160 0.95469
H -1.47015 -4.89562 -0.39470
H -2.99451 -4.48590 0.39912
H 0.01677 -5.57531 2.35314
H 0.70317 -3.96095 2.58915
H 0.74066 -4.72707 0.98683
H -2.24755 -4.80623 3.29544
H -2.99900 -3.33632 2.66659
H -1.49243 -3.23480 3.60239
C -0.90217 1.43290 5.28979
As 0.83688 1.00365 4.57602
C 1.80636 2.65907 4.44050
C 1.70579 -0.03888 5.93598
S 0.85097 -0.10269 2.77803
H -0.76725 2.03476 6.18823
H -1.41287 0.50733 5.55020
H -1.48062 1.99452 4.56066
H 1.72091 3.21694 5.37181
H 1.39088 3.23277 3.61498
H 2.84997 2.42504 4.23924
H 1.79226 0.54265 6.85253
H 2.69295 -0.31731 5.57343
H 1.11933 -0.93726 6.11606
C 0.86969 -4.49550 -2.26157
Te -0.32095 -2.81247 -2.81609
C -0.81231 -3.56383 -4.74926
H 0.26205 -5.39572 -2.22235
H 1.28988 -4.29575 -1.27717
H 1.68179 -4.62484 -2.97190
H 0.09253 -3.73074 -5.32609
H -1.42536 -2.81454 -5.24496
H -1.37994 -4.48436 -4.65221

The net charge is +2. As for the multiplicity: 3. The expectation value of S² is 2.01. The calculation puts the highest occupied orbital energy (alpha / beta) at -11.003 / -11.379 eV. As for the lowest unoccupied orbital energy (alpha / beta): -4.980 / -5.237 eV. The orbital gap (alpha / beta) is 6.02 / 6.14 eV. The value obtained for the calculated total energy is -6194.23206 Eh. For the energy relative to the best compared isomer or geometry (same formula, charge and spin), the calculation gives 0.1643 eV.

(2)
Density functional theory data (ωB97M-V/def2-TZVPD) for the ion C2H9N2S with charge +1 in a non-equilibrium geometry.

Positions of all 14 atoms, in Å:
C -1.30636 1.00369 -0.21374
C -0.02570 0.30603 0.41486
N -0.36149 -1.37024 0.16336
N 1.19006 0.56960 -0.29856
S 2.33549 -0.61511 -0.11368
H -1.33775 0.93390 -1.25735
H -1.17671 2.02414 0.00523
H -2.32921 0.86435 0.30601
H 0.03842 0.22752 1.54159
H 0.52120 -1.84307 0.24168
H -0.49340 -1.11012 -0.74609
H -1.15909 -1.83163 0.53724
H 0.97579 0.79847 -1.31069
H 3.12876 0.04246 0.73016

The net charge is +1. As for the multiplicity: 1. The calculation puts the highest occupied orbital energy at -14.251 eV. As for the lowest unoccupied orbital energy: -3.249 eV. The orbital gap is 11.00 eV. The value obtained for the calculated total energy is -588.98707 Eh. For the energy relative to the best compared isomer or geometry (same formula, charge and spin), the calculation gives 2.2524 eV.

(3)
Density functional theory data (ωB97M-V/def2-TZVPD) for a structure of composition C26H52BN5OP2SV in a non-equilibrium geometry.

Positions of all 89 atoms, in Å:
V -0.07743 0.28648 0.85900
C 1.85782 4.80415 -0.82053
C 1.52094 3.82297 0.31476
C 2.57061 3.99308 1.42335
C 0.13460 4.16279 0.88699
P 1.39376 2.07403 -0.30629
C 0.58762 2.31657 -1.94225
N -0.19739 1.15049 -2.19055
B -0.53996 0.17003 -1.21292
N -1.28155 -0.82646 -1.93171
C -1.70622 -2.09648 -1.43110
P -1.44285 -2.09109 0.38568
C -3.12555 -1.79451 1.12704
C -3.77482 -0.63149 0.35785
C -4.06479 -3.00143 1.02843
C -2.96353 -1.42728 2.61358
C -0.85447 -3.85239 0.62544
C -1.77985 -4.88394 -0.04300
C 0.51733 -4.00581 -0.06396
C -0.72870 -4.18676 2.12106
C -1.36602 -0.45008 -3.28243
C -1.96823 -1.08906 -4.35582
C -1.89467 -0.46493 -5.59362
C -1.24008 0.76048 -5.74974
C -0.63725 1.39704 -4.67214
C -0.70839 0.76832 -3.43812
C 3.06487 1.35886 -0.73302
C 2.82370 0.08449 -1.55540
C 3.82947 0.98904 0.54457
C 3.93704 2.31972 -1.54437
H 1.84722 5.80862 -0.38861
H 1.13330 4.80323 -1.63319
H 2.84806 4.64200 -1.23774
H 2.45937 5.00114 1.83381
H 3.58838 3.91181 1.04027
H 2.45321 3.29117 2.24368
H 0.07907 5.24084 1.05783
H -0.03085 3.66560 1.84464
H -0.68488 3.89932 0.21210
H 1.35417 2.45680 -2.70790
H -0.02370 3.21642 -1.92656
H -1.10471 -2.88849 -1.87596
H -2.75079 -2.31925 -1.65946
H -4.15782 -0.95808 -0.61025
H -3.11541 0.21333 0.17290
H -4.63007 -0.27876 0.94010
H -4.18452 -3.35602 0.00263
H -5.05259 -2.68695 1.37800
H -3.75160 -3.83639 1.65542
H -2.20718 -0.66554 2.79921
H -2.70718 -2.29325 3.22435
H -3.91592 -1.04707 2.99386
H -1.99227 -4.66717 -1.08884
H -2.72203 -5.01035 0.48110
H -1.26079 -5.84620 -0.01476
H 0.43557 -3.99588 -1.15182
H 0.94178 -4.97339 0.21616
H 1.23900 -3.25019 0.20230
H -1.60249 -3.90527 2.70383
H 0.15264 -3.72716 2.58769
H -0.60663 -5.26740 2.22814
H -2.47705 -2.03995 -4.24199
H -2.35686 -0.93347 -6.45302
H -1.20521 1.22372 -6.72812
H -0.13585 2.34989 -4.79891
H 2.18500 -0.64078 -1.04268
H 3.79167 -0.39491 -1.72786
H 2.36895 0.28023 -2.52744
H 3.31568 0.23907 1.12169
H 4.00065 1.83712 1.20612
H 4.80530 0.58785 0.25380
H 3.43622 2.69907 -2.43677
H 4.82413 1.77457 -1.87943
H 4.27945 3.16742 -0.95329
N 1.42171 -1.28535 1.80487
N 2.14809 -0.97813 2.95746
C 1.92716 0.14937 3.66479
N 2.62168 0.25204 4.79190
S 0.91969 1.37431 3.11376
H 0.86107 -2.10031 2.03084
H 2.08704 -1.56344 1.09202
H 2.76534 -1.69778 3.29933
H 3.22523 -0.47449 5.14218
H 2.50227 1.08050 5.35175
C -2.31072 2.11994 2.05115
O -1.35646 1.20643 1.38593
H -3.19607 1.53408 2.25903
H -2.51643 2.92185 1.35737
H -1.84798 2.47687 2.96183

The net charge is +2. As for the multiplicity: 2. The expectation value of S² is 0.77. The calculation puts the highest occupied orbital energy (alpha / beta) at -12.861 / -12.878 eV. As for the lowest unoccupied orbital energy (alpha / beta): -6.127 / -5.751 eV. The orbital gap (alpha / beta) is 6.73 / 7.13 eV. The value obtained for the calculated total energy is -3420.26208 Eh. For the energy relative to the best compared isomer or geometry (same formula, charge and spin), the calculation gives 0.7113 eV.

(4)
Density functional theory data (ωB97M-V/def2-TZVPD) for a structure of composition C2H6OV in a non-equilibrium geometry.

Positions of all 10 atoms, in Å:
H 2.88396 0.19808 -0.33232
C -1.44350 0.23973 0.01139
O -0.08131 0.51835 0.20174
C 0.88480 -0.56163 0.04757
H -1.95809 1.20880 -0.00967
H -1.62142 -0.28555 -0.94128
H -1.78978 -0.39940 0.83990
H 0.70570 -1.09085 -0.90413
H 0.74100 -1.25778 0.89225
V 1.67864 1.43025 0.19455

As for the multiplicity: 4. The expectation value of S² is 3.89. The calculation puts the highest occupied orbital energy (alpha / beta) at -6.769 / -7.103 eV. As for the lowest unoccupied orbital energy (alpha / beta): -0.032 / -0.335 eV. The orbital gap (alpha / beta) is 6.74 / 6.77 eV. The value obtained for the calculated total energy is -1098.82005 Eh. For the energy relative to the best compared isomer or geometry (same formula, charge and spin), the calculation gives 0.2967 eV.

(5)
Density functional theory data (ωB97M-V/def2-TZVPD) for a structure of composition C7H10 in a non-equilibrium geometry.

Positions of all 17 atoms, in Å:
C -1.08220 1.09380 1.06554
C -0.93075 0.01076 -0.35909
C -2.04836 -0.76091 -0.75815
C 1.36871 1.12609 -1.02528
C 0.32697 0.31508 -0.96645
C 0.49505 -0.87188 -0.03117
C 1.90994 -0.84508 0.58054
H -0.15518 1.59849 0.77401
H -2.05733 1.57227 0.98420
H -1.12234 0.33964 1.97547
H -2.45837 -1.59937 -0.20906
H -2.44226 -0.64608 -1.77977
H 1.20573 2.13043 -1.43053
H 2.08811 0.47437 0.03836
H 0.17185 -1.85146 -0.37097
H 2.69791 -1.12979 -0.12062
H 2.03253 -0.95638 1.63297

As for the multiplicity: 1. The calculation puts the highest occupied orbital energy at -6.726 eV. As for the lowest unoccupied orbital energy: -2.121 eV. The orbital gap is 4.61 eV. The value obtained for the calculated total energy is -272.30101 Eh. For the energy relative to the best compared isomer or geometry (same formula, charge and spin), the calculation gives 11.3468 eV.